Entry 1:
# C12H64B10Ca3O3

C12H64B10Ca3O3 as an isolated structure at a distorted geometry (wB97M-V/def2-TZVPD, the OMol25 dataset).

XYZ file:
```
92
Properties=species:S:1:pos:R:3:forces:R:3
Ca -19.901560 12.872900 7.008080 1.229 -0.502 0.301
Ca -11.354910 12.654740 6.856120 -1.062 1.615 0.208
Ca -14.918290 9.831780 12.594700 -0.984 1.352 -0.584
B -11.061620 16.615840 8.635160 -0.125 0.153 -0.562
H -10.262690 15.895710 8.721030 4.155 -3.302 0.394
H -10.807080 17.312760 7.851740 0.700 2.525 -3.361
H -11.939210 16.003620 8.496370 -4.094 -2.142 -0.841
H -11.092790 17.135240 9.580410 -0.291 1.757 3.810
B -20.955010 12.833460 13.145970 -0.018 -0.057 -0.054
H -21.788250 12.324940 13.605710 -3.790 -2.327 1.437
H -20.320770 12.167750 12.581340 2.540 -2.697 -2.176
H -21.260200 13.682710 12.554470 -1.509 3.435 -2.648
H -20.467210 13.250250 14.013480 2.504 1.711 3.430
B -17.506960 16.638900 8.900300 -0.107 0.124 -0.110
H -17.839720 17.602870 8.547780 -1.242 3.853 -2.080
H -18.385280 16.192240 9.339940 -3.767 -1.891 2.420
H -17.196650 15.910280 8.167460 1.587 -2.720 -3.648
H -16.710010 16.804350 9.608660 2.962 0.292 2.909
B -15.224390 14.047660 14.028500 -0.450 0.039 -0.073
H -15.643170 13.788580 13.068430 -1.745 -1.166 -4.073
H -16.048150 14.309170 14.674470 -3.141 0.578 2.728
H -14.607880 13.253150 14.419550 2.918 -3.820 2.121
H -14.603920 14.916080 13.870060 2.784 3.204 -0.700
B -21.969130 9.033130 8.111160 0.019 -0.046 -0.241
H -21.363850 8.306110 8.630130 2.559 -2.751 1.955
H -21.877600 9.952700 8.668160 0.347 4.186 2.290
H -21.610290 9.110440 7.096520 1.508 0.415 -4.476
H -22.987880 8.678050 8.128910 -4.257 -1.115 -0.108
B -16.359560 10.630720 8.328510 -0.080 0.398 0.186
H -16.860790 11.252330 9.054180 -2.203 2.576 2.783
H -16.060920 9.716020 8.816740 1.332 -4.008 2.037
H -16.946850 10.401240 7.452910 -2.722 -1.063 -3.475
H -15.511590 11.186310 7.959040 3.783 2.255 -1.414
B -18.779870 13.618190 3.055680 0.100 0.072 0.498
H -17.949650 13.193530 3.598480 3.542 -2.009 1.881
H -18.919930 14.553750 3.574680 -0.782 4.182 1.809
H -18.585730 13.734610 2.000690 0.616 0.402 -4.050
H -19.642970 13.006070 3.266860 -4.014 -2.861 0.725
B -11.258050 10.777850 10.804610 -0.686 0.032 -0.179
H -10.323150 11.049430 10.339380 3.873 1.172 -2.065
H -11.056010 10.418700 11.801820 0.866 -1.583 4.049
H -11.943940 11.608960 10.859860 -2.498 3.589 0.309
H -11.794460 10.048030 10.218230 -1.999 -3.436 -2.477
B -12.135410 14.169190 3.236530 -0.065 -0.061 0.842
H -11.570380 13.249970 3.240990 2.750 -4.179 -0.181
H -11.691780 14.918550 3.873630 2.172 3.101 2.601
H -12.302220 14.585490 2.255150 -0.311 1.357 -3.906
H -13.103100 13.973760 3.671960 -3.967 -0.965 1.723
B -18.413070 7.360670 13.688260 0.530 0.169 -0.365
H -19.331730 6.909900 14.030480 -3.655 -1.585 1.423
H -18.525420 7.768430 12.695610 -0.400 1.134 -4.226
H -18.161070 8.234160 14.269430 1.080 3.629 2.943
H -17.636890 6.617430 13.785090 3.523 -3.231 0.175
C -19.382050 2.854490 5.295610 -2.646 -1.411 0.873
C -18.522420 1.664710 4.978930 1.476 -2.437 2.124
C -17.218450 2.126620 4.302980 -2.837 0.630 0.085
O -17.805480 3.305330 3.774510 1.727 1.896 -2.738
C -18.776500 3.949660 4.581920 1.464 1.857 -0.051
H -19.613460 3.029630 6.346260 0.634 -0.043 0.137
H -20.379160 2.682140 4.890430 -0.134 -0.147 -0.161
H -18.964490 0.895410 4.345810 -0.337 0.261 0.026
H -18.286220 1.192020 5.932280 -0.030 -0.551 0.064
H -16.987760 1.442620 3.486260 0.157 0.272 -0.196
H -16.315000 2.260920 4.897830 -0.172 0.363 0.378
H -19.504340 4.561710 4.049230 0.251 -0.448 -0.951
H -18.319020 4.717610 5.205670 0.449 -0.216 0.422
C -10.066430 5.746690 4.421780 -0.329 0.615 -0.969
C -10.967820 6.315790 3.285950 -0.215 -0.417 0.144
C -11.920300 7.189100 4.099160 -0.031 1.207 -1.505
O -11.068140 7.813900 5.030630 0.042 0.061 0.955
C -10.112780 6.879890 5.465240 0.170 -1.233 0.261
H -9.062100 5.572000 4.035910 -0.034 -0.315 0.223
H -10.513560 4.860060 4.871300 0.238 -0.174 -0.288
H -11.494730 5.573370 2.686550 -0.013 -0.252 0.243
H -10.365180 6.870330 2.566630 -0.024 0.375 0.229
H -12.810520 6.651280 4.425300 0.332 -0.459 1.014
H -12.368480 8.050970 3.604770 0.118 -0.154 -0.659
H -10.424350 6.370060 6.376890 -0.089 0.490 0.498
H -9.136120 7.330990 5.640600 -0.163 0.354 -0.107
C -12.540950 2.702670 12.001700 -1.242 -2.269 -0.936
C -13.925590 2.581320 11.250800 -0.355 0.384 0.372
C -14.070190 3.892680 10.567620 2.310 0.553 -0.839
O -13.289740 4.790780 11.415440 -1.376 1.366 -0.378
C -12.346700 4.133150 12.274460 -1.416 0.756 -1.072
H -11.808710 2.319330 11.291090 0.270 -0.268 0.374
H -12.563720 2.186010 12.961210 0.293 -0.606 -0.355
H -14.829310 2.632010 11.858100 0.362 -0.922 0.827
H -14.052510 1.812040 10.489090 0.358 -0.484 0.438
H -15.095930 4.099530 10.262390 -0.229 0.952 1.270
H -13.604120 3.922360 9.582730 0.607 -0.183 -0.204
H -12.629480 4.285700 13.316020 0.314 0.734 0.036
H -11.361620 4.500400 11.986600 0.083 0.072 0.499
```
Positions in Å, forces in eV/Å.

orbital gap: 1.757 eV
net charge: -4
calculated total energy: -81659.9662 eV
strongest force on any atom: 0.104 hartree/bohr



Entry 2:
# C12H6Cl3F9INO3PPd

C12H6Cl3F9INO3PPd as an isolated structure at a distorted geometry (wB97M-V/def2-TZVPD, the OMol25 dataset).

XYZ file:
```
37
Properties=species:S:1:pos:R:3:forces:R:3
Pd 0.360276 0.622628 0.645910 -0.909 -0.824 0.546
Cl -0.924156 5.429726 -3.978837 0.029 0.380 -0.175
C -1.036222 3.932528 -3.093921 -0.228 -0.126 -0.496
C -1.539172 2.829569 -3.744724 0.201 0.462 0.187
C -1.604909 1.633500 -3.062064 -0.318 -0.705 -0.332
I -2.370590 -0.110967 -3.966548 0.063 0.326 -0.073
C -1.148244 1.435858 -1.752377 -0.228 -1.014 -0.076
O -1.144205 0.293677 -1.209141 0.126 0.500 0.124
C -0.717151 2.638012 -1.075247 -0.109 0.491 0.152
N -0.435249 2.510658 0.243341 0.583 1.065 -0.205
C 0.031191 3.562612 0.901243 -0.327 -0.626 0.076
C 0.251883 4.793064 0.289594 -0.289 0.446 -0.405
C -0.112428 4.974436 -1.022791 0.126 -0.232 0.320
C -0.625209 3.880715 -1.751170 0.005 -0.117 0.251
H -1.856833 2.898805 -4.775414 -0.016 0.039 -0.007
H 0.241005 3.407853 1.954647 0.119 -0.061 -0.094
H 0.687694 5.604248 0.855459 -0.022 0.035 0.069
H -0.006996 5.933341 -1.506680 0.091 0.051 -0.047
Cl -2.079761 -0.044467 1.904916 -0.781 -0.254 0.071
C -3.081205 -0.659179 0.573488 0.723 0.357 -0.126
Cl -4.607057 -1.306488 1.156668 -0.732 -0.375 0.261
H -2.533401 -1.453138 0.066504 -0.081 0.284 0.094
H -3.312291 0.159395 -0.103832 0.214 -0.192 0.105
F 2.896831 0.098087 0.547252 0.416 0.206 -0.423
P 3.170674 1.083872 -0.720436 0.196 0.144 -0.070
F 2.350402 2.271410 0.047991 0.364 -0.047 -0.279
F 3.989889 -0.092733 -1.467307 -0.009 0.076 0.018
F 4.540092 1.614151 -0.025199 -0.046 -0.123 -0.054
F 1.789078 0.574613 -1.433686 0.534 0.128 0.019
F 3.421802 2.083872 -1.974261 0.042 -0.074 0.058
F 2.658767 -2.664483 3.349898 -0.021 0.071 -0.225
C 1.970106 -1.603371 3.805771 -0.014 -0.046 0.142
F 1.106076 -2.107869 4.729070 -0.242 0.053 -0.071
F 2.845697 -0.864251 4.513748 0.022 0.169 -0.149
C 1.200450 -0.789227 2.689103 0.313 -0.595 1.083
O 0.876367 -1.438351 1.695370 0.061 -0.341 -0.550
O 0.960288 0.386857 2.981592 0.144 0.468 0.278
```
Positions in Å, forces in eV/Å.

2S+1: 2
orbital gap (spin up / spin down): 5.907 / 5.626 eV
net charge: -2
calculated total energy: -103077.5471 eV
strongest force on any atom: 0.026 hartree/bohr
⟨S²⟩: 0.7533